1.
Density functional theory data (ωB97M-V/def2-TZVPD) for 2 unconnected molecules or ions with the total composition C9H11O3 in a non-equilibrium geometry.

total charge: -1
highest occupied orbital energy: -3.7948 eV
LUMO level: 3.5 eV
orbital gap: 7.288 eV
energy above the lowest of the compared OMol25 structures with the same formula, charge and spin: 44.2 kcal/mol

Geometry (Å):
1 C 2.8660 2.3517 -0.5793
2 C 0.2168 -1.1222 -0.0637
3 C 1.3820 -0.9357 0.7099
4 C 0.0064 -0.1407 -1.0554
5 C 2.1283 0.2076 0.4889
6 C 0.7573 1.0283 -1.3143
7 C 1.8755 1.1986 -0.4430
8 O -0.3030 -2.3221 -0.0543
9 H -1.4956 -2.5156 -0.6091
10 H 1.6305 -1.6379 1.5041
11 H -0.9046 -0.1584 -1.6612
12 H 2.8221 0.5296 1.2601
13 H 0.3713 1.6212 -2.1606
14 H 2.4886 3.3784 -0.9030
15 H 3.7637 2.3015 -1.1656
16 H 3.1632 2.5720 0.4719
17 C -2.9323 -0.7475 1.4405
18 C -3.0826 -1.0848 -0.0165
19 O -2.6257 -2.2720 -0.3208
20 O -3.6708 -0.3887 -0.8363
21 H -3.7333 -0.1508 1.9262
22 H -2.0629 -0.0160 1.4576
23 H -2.6609 -1.6964 1.9239

Here are the Löwdin charges for atoms 1 to 6, given in e: -0.0989, -0.4242, -0.0337, -0.0435, -0.1119, -0.0429

=====

2.
Density functional theory data (ωB97M-V/def2-TZVPD) for a molecular structure, C42H41BeNO3P2S in a non-equilibrium geometry.

total charge: 0
highest occupied orbital energy: -7.4797 eV
LUMO level: -0.7 eV
orbital gap: 6.758 eV
energy above the lowest of the compared OMol25 structures with the same formula, charge and spin: 56.4 kcal/mol

Geometry (Å):
1 Be 1.8864 0.0495 3.9937
2 C -3.1386 -0.2698 4.7203
3 C -3.8441 -0.1939 3.5735
4 C -4.0784 0.9485 2.5927
5 C -2.9776 1.0247 1.4743
6 C -1.6078 1.2387 2.0372
7 C -1.3167 1.3737 3.3541
8 C -2.0591 2.0210 4.4900
9 C -2.5699 0.9149 5.4589
10 C 3.0925 0.1846 2.8454
11 H -3.0161 -1.2547 5.2283
12 H -4.3714 -1.1004 3.2739
13 H -4.2090 1.9546 3.0179
14 H -5.0225 0.6801 2.0906
15 H -3.0106 0.0738 0.9122
16 H -3.2225 1.7875 0.6996
17 H -0.7844 1.1508 1.2916
18 H -0.3952 0.8193 3.7430
19 H -2.9046 2.6448 4.1828
20 H -1.3506 2.6576 5.0573
21 H -1.6957 0.6137 6.0548
22 H -3.3072 1.3087 6.1867
23 H 3.7431 -0.7044 2.9762
24 H 3.7031 1.0818 3.0383
25 H 2.7851 0.2696 1.7855
26 P -0.0394 -1.8909 -3.8599
27 P 1.7124 0.5633 -4.1714
28 C -0.8266 -0.3572 -4.4191
29 C -0.0225 0.7092 -4.6793
30 C -0.6661 -3.0591 -5.1657
31 C -1.7357 -2.7613 -6.0200
32 C -2.2307 -3.7251 -6.9071
33 C -1.5911 -4.9697 -7.0038
34 C -0.4626 -5.2457 -6.2178
35 C 0.0039 -4.2953 -5.3109
36 C -1.1226 -2.2346 -2.4164
37 C -0.7658 -1.5927 -1.2143
38 C -1.5082 -1.8187 -0.0575
39 C -2.5854 -2.7159 -0.0780
40 C -2.9079 -3.3843 -1.2648
41 C -2.1848 -3.1452 -2.4363
42 C 2.4468 1.0944 -5.8149
43 C 2.2621 0.2362 -6.9211
44 C 2.7003 0.6204 -8.1890
45 C 3.3456 1.8565 -8.3537
46 C 3.5512 2.7101 -7.2574
47 C 3.0999 2.3202 -5.9926
48 C 1.9290 2.0859 -3.1944
49 C 3.1199 2.1964 -2.4519
50 C 3.3471 3.3283 -1.6712
51 C 2.3771 4.3343 -1.5950
52 C 1.1856 4.2067 -2.3088
53 C 0.9454 3.0755 -3.0953
54 H -1.9191 -0.3478 -4.4879
55 H -0.3561 1.6078 -5.2103
56 H -2.2057 -1.7783 -6.0099
57 H -3.1059 -3.5063 -7.5249
58 H -1.9682 -5.7234 -7.6964
59 H 0.0571 -6.2061 -6.3160
60 H 0.8900 -4.4974 -4.7096
61 H 0.1124 -0.9405 -1.1926
62 H -1.2323 -1.3127 0.8701
63 H -3.1479 -2.9010 0.8363
64 H -3.7176 -4.1105 -1.2740
65 H -2.4282 -3.6833 -3.3525
66 H 1.7537 -0.7222 -6.7921
67 H 2.5418 -0.0350 -9.0562
68 H 3.7024 2.1587 -9.3363
69 H 4.0506 3.6766 -7.3759
70 H 3.2333 2.9962 -5.1460
71 H 3.8505 1.3876 -2.4934
72 H 4.2754 3.4130 -1.1104
73 H 2.5441 5.1991 -0.9519
74 H 0.4247 4.9845 -2.2442
75 H -0.0004 2.9674 -3.6218
76 O 0.5070 -1.4232 5.1289
77 C 1.1406 -0.7748 6.0009
78 N 2.0827 0.1745 5.5856
79 S 1.9564 1.5618 6.5312
80 O 3.2182 2.1980 6.7584
81 O 0.8648 2.3683 6.0101
82 C 1.4408 0.5584 7.8865
83 C 1.4101 0.9694 9.2127
84 C 1.0307 0.0282 10.1737
85 C 0.5876 -1.2366 9.7629
86 C 0.5223 -1.5699 8.4095
87 C 1.0215 -0.6857 7.4513
88 H 1.6913 1.9848 9.4849
89 H 1.0706 0.2644 11.2298
90 H 0.2920 -1.9677 10.5079
91 H 0.1037 -2.4928 8.0504

Here are the Löwdin charges for atoms 1 to 6, given in e: 0.4230, -0.1114, -0.1041, -0.1827, -0.1865, -0.1134

=====

3.
Density functional theory data (ωB97M-V/def2-TZVPD) for a molecular structure, C6H12CuN2PS in a non-equilibrium geometry.

total charge: -1
⟨S²⟩: 0.75
highest occupied orbital energy (alpha / beta): -1.1393 / -2.4155 eV
LUMO level (alpha / beta): 2.6 / 2.5 eV
multiplicity: 2
orbital gap (alpha / beta): 3.769 / 4.891 eV

Geometry (Å):
1 C -1.6003 -1.5339 -1.4522
2 C -0.7466 -1.9567 -2.4990
3 C -0.5931 -0.8321 -3.4374
4 C -1.3295 0.2722 -2.8846
5 C -1.8095 -0.0910 -1.5456
6 Cu -1.0781 0.2445 1.3825
7 P -0.3072 -1.7999 2.0006
8 H -1.9485 -2.1481 -0.5961
9 H -0.2231 -2.9374 -2.5687
10 H -0.0511 -0.8605 -4.3970
11 H -2.4224 0.5300 -0.8265
12 H -1.4828 1.2555 -3.3978
13 H 0.9801 -2.2782 2.4005
14 H -0.8587 -3.0280 1.5609
15 H -0.9175 -1.6610 3.2662
16 N 2.5512 2.8238 1.0515
17 C 1.4553 2.0721 1.3593
18 N 1.5215 1.3637 2.5115
19 S 0.0470 2.0499 0.3630
20 H 3.2578 3.1361 1.7172
21 H 2.5007 3.3556 0.1886
22 H 0.7305 0.6877 2.6354
23 H 2.3244 1.3357 3.1677

Here are the Löwdin charges for atoms 1 to 6, given in e: -0.2676, -0.2262, -0.2129, -0.2289, -0.2640, -0.3033

=====

4.
Density functional theory data (ωB97M-V/def2-TZVPD) for a single C7H4F3NO2S molecule in a non-equilibrium geometry.

total charge: 0
highest occupied orbital energy: -10.6845 eV
LUMO level: -1.2 eV
SMILES: NS(=O)(=O)c1c#cccc1C(F)(F)F
orbital gap: 9.512 eV

Geometry (Å):
1 N -1.6774 -2.5321 -0.4538
2 S -0.0365 -2.4177 -0.6275
3 O 0.2587 -2.6087 -2.0073
4 O 0.5543 -3.2331 0.3792
5 C 0.2677 -0.6745 -0.2098
6 C -0.7108 0.2042 0.1386
7 C -0.5586 1.4286 0.4385
8 C 0.5798 2.1661 0.4910
9 C 1.6600 1.3364 0.1430
10 C 1.5169 -0.0133 -0.1905
11 C 2.7421 -0.8185 -0.5491
12 F 3.8652 -0.0761 -0.4947
13 F 2.9456 -1.8418 0.2827
14 F 2.6916 -1.3057 -1.7903
15 H -2.2181 -2.0273 -1.1335
16 H -2.0155 -2.4587 0.4894
17 H 0.6917 3.2046 0.7473
18 H 2.6471 1.7741 0.1361

Here are the Löwdin charges for atoms 1 to 6, given in e: -0.0614, 0.5915, -0.2650, -0.2650, -0.1973, 0.0293

=====

Number 1: energy -15654.384 eV. Number 2: energy -81663.124 eV. Number 3: energy -74157.657 eV. Number 4: energy -31892.808 eV.